Below is one molecule with the formula C5H8, with properties calculated with ωB97M-V/def2-TZVPD.

highest occupied orbital energy = -9.3 eV
ΔE to the lowest compared entry with this formula, charge and spin = 28.8 kcal/mol
structure (SMILES) = CC#CCC

```
! RIJCOSX wB97M-V def2-TZVPD def2/J DEFGRID3
* xyz 0 1
C 1.333 0.191 0.005
H 2.429 -0.593 -1.585
H -2.800 0.919 -0.158
C 0.237 0.250 0.500
H -2.787 -0.847 -0.131
H -1.403 0.803 1.735
H 3.234 -0.715 -0.016
H -1.131 -0.904 1.499
H -1.631 0.029 -1.139
C -1.131 0.060 0.981
C -2.150 0.040 -0.178
C 2.614 -0.068 -0.644
H 3.186 0.835 -0.869
*
```

=====

Below is one molecule with the formula C5H8, with properties calculated with ωB97M-V/def2-TZVPD.

highest occupied orbital energy = -9.2 eV
ΔE to the lowest compared entry with this formula, charge and spin = 75.7 kcal/mol
structure (SMILES) = C#CCCC

```
! RIJCOSX wB97M-V def2-TZVPD def2/J DEFGRID3
* xyz 0 1
H -1.925 -1.005 -0.389
H 0.404 -0.720 1.949
H -0.303 1.527 0.163
C 2.389 -0.093 -0.776
H 3.105 0.644 -1.051
C 1.678 -0.155 0.224
H -1.389 0.753 1.314
C -1.476 -0.053 -0.691
C -0.706 0.545 0.474
H -0.777 -0.239 -1.513
H -2.265 0.612 -1.057
C 0.462 -0.400 0.915
H 0.803 -1.417 0.437
*
```

=====

Below is a 36-piece molecular cluster, C5H81ClNO38S overall, with properties calculated with ωB97M-V/def2-TZVPD.

highest occupied orbital energy = -12.2 eV
ΔE to the lowest compared entry with this formula, charge and spin = 30.0 kcal/mol

```
! RIJCOSX wB97M-V def2-TZVPD def2/J DEFGRID3
* xyz 1 1
H -5.427 -1.132 2.814
H -0.949 -0.436 2.067
H 0.659 0.230 0.580
O 0.593 -1.136 3.587
H 4.842 -4.552 -4.536
H 3.624 -3.742 2.494
H -2.454 1.406 -3.500
H -5.093 3.873 -0.819
O 0.079 2.921 2.598
H -0.971 -0.649 6.309
H 0.184 -3.699 -3.835
O 2.999 1.344 2.042
H 1.608 -0.297 -3.649
H -3.684 1.649 -4.355
O -1.892 -4.367 6.592
H 5.003 -0.525 0.331
H 6.977 -2.999 -7.638
O 4.688 -3.777 -5.081
C -0.437 0.556 -1.156
H -0.202 6.181 3.505
H 2.694 0.580 2.545
O 7.173 -4.561 -6.422
H -6.551 2.897 4.397
C -1.358 1.757 -0.604
H 4.558 -5.640 0.921
H -1.844 -4.103 7.515
H 3.917 1.448 2.317
O -1.355 -1.354 5.777
H -0.518 4.990 2.621
H -1.543 2.367 -1.505
H 1.822 -1.894 0.196
H 2.424 4.528 -0.445
H 0.615 2.124 2.741
H -2.938 2.123 4.976
H 0.495 1.044 -1.487
O 5.223 -0.227 1.217
H -2.002 -0.900 5.220
H -5.308 1.081 -6.664
O 0.511 -4.056 5.230
H 0.295 4.007 4.451
H -4.611 -3.314 3.824
H -3.424 -3.830 4.637
H 0.312 -2.057 3.656
H -6.679 5.202 3.991
H 7.466 -6.968 -7.455
H -3.154 -2.451 -2.353
C -2.618 0.162 0.697
H -0.804 3.751 0.131
H -5.430 5.931 3.521
O -2.832 -1.743 -2.919
O -3.073 1.651 4.149
H 1.393 4.278 -1.536
H -7.748 1.994 4.633
H -6.084 4.284 1.547
H 1.965 5.764 8.319
H -0.913 -0.014 -1.972
O 1.371 7.788 0.388
O 1.479 0.479 -4.198
O 3.156 -2.780 -2.623
O 1.561 4.908 8.149
O 4.758 -5.344 1.815
O -4.332 -4.043 4.399
H -2.485 2.090 3.526
H 3.481 -1.891 -2.446
H 1.096 4.873 5.411
O -4.198 4.050 -1.110
H 1.143 7.504 -0.501
O -5.008 0.353 -6.112
H 7.600 -4.019 -5.749
H 4.886 -0.925 1.791
H -4.153 -0.234 7.038
O -5.173 4.001 1.436
O -7.469 2.767 4.134
H 1.746 0.186 -5.082
O -5.230 -2.003 2.449
N -0.072 -0.257 0.047
H -4.828 3.998 2.332
O -1.030 2.568 1.797
H -0.445 2.943 -3.880
O 7.228 -2.240 -8.183
H 0.432 -2.502 -2.927
O -2.754 1.389 -4.412
O -2.620 1.294 -0.168
O 2.041 3.826 -0.983
H 7.823 -4.606 -7.138
H 0.655 -0.848 4.502
O 8.345 -6.699 -7.736
H -0.421 -3.820 5.375
H 0.884 -4.073 6.113
Cl -1.665 -2.373 0.879
O -4.636 0.008 -1.819
O -4.202 -0.513 6.119
H 6.616 -2.038 -11.768
H 1.616 -1.995 -5.795
C -0.608 2.696 0.419
O 0.395 -2.758 -3.856
C -1.270 -0.565 1.003
H 4.511 -6.094 2.367
H 5.434 -2.885 -11.335
H 7.013 -2.513 -9.084
H -4.470 -1.437 6.170
H 4.959 -4.055 -5.963
H -4.210 0.558 -1.158
O 6.392 -2.904 -11.413
S 0.719 -1.732 -0.615
H -3.043 0.488 1.673
H 3.744 -3.257 1.072
O 2.508 -1.760 -6.075
H -3.344 -0.579 0.304
H 8.925 -7.045 -7.052
H -4.124 0.611 -5.834
O 0.083 2.762 -3.094
H -3.953 -0.106 -2.493
H 0.678 5.123 7.830
H 2.254 -2.649 -2.933
H -2.143 -5.297 6.622
H -3.011 -2.056 -3.812
O 0.246 4.428 5.316
O -5.723 5.101 3.912
H -4.322 -1.932 2.137
H 1.038 7.084 0.957
H -3.659 3.695 -0.402
O 3.467 -2.970 1.944
O -0.247 5.911 2.581
H 3.076 -2.120 -5.378
H 0.493 2.582 0.309
H 0.774 2.161 -3.411
*
```

=====

Below is a 38-piece molecular cluster, C5H82FNO40 overall, with properties calculated with ωB97M-V/def2-TZVPD.

highest occupied orbital energy = -10.5 eV

```
! RIJCOSX wB97M-V def2-TZVPD def2/J DEFGRID3
* xyz 0 1
H -7.364 -2.972 -8.972
H 2.016 -2.009 5.728
H -4.029 0.141 1.701
H -0.710 6.450 -0.082
H -1.640 -3.309 3.641
O 3.230 4.593 5.922
H -0.848 0.528 -8.303
O -0.309 7.164 0.436
H -4.992 -4.368 -2.915
C 3.190 -2.376 0.091
O 4.604 0.213 3.670
H 0.218 4.706 -1.806
H 0.124 4.603 6.078
O 2.467 -2.377 6.503
H -6.875 -0.132 2.763
H -0.358 2.553 -2.165
O 1.894 -5.029 5.353
H 5.676 -5.842 2.193
H -4.071 -3.503 1.584
O -5.906 -0.136 2.788
O 2.187 1.776 2.230
H -2.727 3.870 4.942
H 3.125 4.589 4.959
O -0.215 -1.058 1.411
O 0.180 5.658 -1.626
O -3.926 -2.731 -2.423
H -3.281 -1.871 -10.218
H 0.291 5.977 4.225
H 2.215 3.651 -3.187
H -1.065 7.604 0.852
H 2.265 -5.788 5.830
H -0.451 -2.420 3.287
H 4.572 1.714 -0.941
H -6.195 -5.296 -3.067
H 3.243 -4.622 3.596
O 0.196 6.733 4.824
H -5.648 -4.146 -6.361
H -3.536 -1.855 -2.288
C 4.640 -1.653 0.342
H -3.684 5.395 -1.541
H 1.029 6.743 5.320
O -3.201 -3.232 1.253
H 2.422 2.708 2.357
H 6.973 0.447 0.154
O 0.459 4.093 6.832
O -0.893 -2.839 4.041
H -3.211 -3.247 -2.826
H 0.878 1.658 -2.102
O 2.843 -3.765 3.385
H -1.491 2.976 5.005
H -0.857 -3.222 0.494
H -6.875 -4.291 -8.377
H 0.098 3.939 3.387
O 1.100 -0.753 -0.451
H -2.480 1.671 -0.634
H -2.690 0.323 0.991
H -0.637 0.982 2.756
O -5.640 -5.113 -6.298
H -0.548 8.976 -2.555
H 5.351 -4.451 2.731
H 1.219 1.780 2.205
H 4.650 -0.491 0.077
H -1.464 -1.578 -2.731
H -7.568 -6.461 -6.352
O 4.730 1.942 -3.605
H 3.554 3.833 -3.897
H -0.271 6.025 -2.401
O -2.403 -2.005 -10.606
H 3.860 1.671 -3.274
H -3.306 -3.236 0.289
H 0.544 -3.432 -0.375
H -1.402 0.716 4.050
O 2.779 4.327 -3.591
C 0.751 -2.204 1.376
H 4.099 1.025 3.512
O 0.967 4.210 3.056
H 5.461 -2.137 -0.354
H 2.360 4.322 6.253
H -5.671 0.796 2.915
N 0.184 -3.384 0.603
O -0.540 8.009 -2.492
H 2.141 -3.665 4.045
H 5.783 1.327 -1.785
H -3.196 4.076 -0.946
H 2.258 -0.580 1.370
O -1.861 3.734 4.529
H 1.282 -2.503 2.387
H -0.705 -2.145 -4.994
H 0.634 -1.963 -5.704
H -3.658 2.381 0.030
F 2.944 -2.741 -1.341
H -8.651 -6.694 -7.404
O -6.913 -3.340 -8.197
H -0.397 -0.616 -7.397
O 5.073 0.944 -1.249
H 5.484 -1.968 7.510
O -3.233 5.028 -0.766
O -0.533 0.987 3.719
O -0.212 1.281 0.347
O -0.141 -1.469 -5.398
O 7.258 0.158 1.034
H 5.412 0.522 4.107
O -3.334 2.084 -0.833
O -0.958 -2.389 -2.573
H -0.097 7.833 -1.649
H 1.004 3.403 6.424
O -8.366 -6.984 -6.524
O 4.961 -5.327 2.596
H -1.800 -1.595 -9.967
H 8.056 0.680 1.205
H -1.417 0.683 -3.518
H -0.150 -2.080 -2.137
H 3.087 -3.378 0.731
H 2.504 -3.328 6.323
H 4.894 -1.742 1.481
O -0.840 -0.439 -8.241
O 5.250 -2.900 7.383
C 0.145 -0.003 0.431
H -5.197 -5.289 -5.455
O -2.127 0.300 -2.981
O -5.226 -5.299 -3.042
H -2.628 1.070 -2.673
H 4.625 1.937 -4.568
H 1.028 -4.894 5.766
C 1.967 -1.396 0.574
O -3.465 0.817 1.297
H 4.281 -2.896 7.358
H 0.863 4.206 2.093
O 0.508 2.417 -2.579
*
```